1.
# C38H36Cl3GeIrN2OP2S4

A molecular structure, C38H36Cl3GeIrN2OP2S4 in a non-equilibrium geometry (the ωB97M-V functional and the def2-TZVPD basis, the Open Molecules 2025 dataset).

Last column: Löwdin charge in e.
Element x y z (Å)
Ir: -0.47666 -0.36554 -0.50790  0.73
S: 1.78789 -0.00265 1.44093  0.33
P: 0.21017 0.83142 2.34433  0.45
C: -1.00746 1.04127 1.09568  -0.58
P: -1.36582 2.49054 0.16519  0.47
S: -0.69639 2.13525 -1.69622  0.29
C: -3.16708 2.63610 0.06320  -0.39
C: -3.99554 1.92744 0.92513  -0.10
C: -5.37324 2.04592 0.80258  -0.07
C: -5.91369 2.86628 -0.17480  -0.07
C: -5.08319 3.57182 -1.03813  -0.06
C: -3.70862 3.45570 -0.92394  -0.09
C: -0.77440 4.09618 0.74323  -0.35
C: 0.55206 4.44782 0.50971  -0.09
C: 1.00212 5.69861 0.89628  -0.06
C: 0.13353 6.59395 1.50618  -0.06
C: -1.18620 6.23783 1.74086  -0.07
C: -1.64560 4.98632 1.36650  -0.08
C: 0.66745 2.25570 3.35711  -0.36
C: -0.33495 2.88627 4.09031  -0.08
C: -0.00894 3.94977 4.91231  -0.07
C: 1.30972 4.37742 5.00532  -0.06
C: 2.30262 3.74936 4.26941  -0.06
C: 1.98462 2.68597 3.43883  -0.09
C: -0.53485 -0.28114 3.56834  -0.38
C: 0.20444 -0.63891 4.69148  -0.08
C: -0.36006 -1.45992 5.65314  -0.06
C: -1.66191 -1.92138 5.49813  -0.07
C: -2.39253 -1.57681 4.37011  -0.09
C: -1.82815 -0.76263 3.39821  -0.11
H: -3.56195 1.28540 1.68350  0.09
H: -6.02267 1.50064 1.47523  0.11
H: -6.98795 2.96020 -0.26593  0.11
H: -5.51013 4.21144 -1.79904  0.11
H: -3.05322 3.98705 -1.60354  0.10
H: 1.21642 3.74999 0.01047  0.09
H: 2.03086 5.98090 0.71428  0.11
H: 0.48860 7.57373 1.79826  0.11
H: -1.86174 6.94022 2.21204  0.11
H: -2.67642 4.70549 1.54260  0.11
H: -1.35927 2.53502 4.01705  0.12
H: -0.78512 4.44289 5.48316  0.11
H: 1.56065 5.20778 5.65241  0.11
H: 3.32915 4.08476 4.33838  0.11
H: 2.74933 2.17872 2.86326  0.08
H: 1.22144 -0.27817 4.79768  0.12
H: 0.21249 -1.73148 6.53031  0.11
H: -2.11521 -2.53520 6.26545  0.11
H: -3.40735 -1.93585 4.25085  0.11
H: -2.38326 -0.49522 2.50551  0.09
C: -1.07214 -4.14888 2.49441  -0.19
S: 0.12577 -2.91859 1.90888  0.92
O: -0.56333 -2.36437 0.67663  -0.68
C: 1.32440 -4.12838 1.34968  -0.39
C: 2.14474 -4.73313 2.29222  -0.08
C: 3.09702 -5.64141 1.86292  -0.06
C: 3.23089 -5.91885 0.50776  -0.06
C: 2.40425 -5.30262 -0.41833  -0.07
C: 1.43994 -4.39834 0.00424  -0.09
H: -1.33741 -4.78793 1.65454  0.07
H: -1.94320 -3.60976 2.85780  0.03
H: -0.62072 -4.72605 3.29953  0.07
H: 2.04298 -4.49432 3.34510  0.12
H: 3.74277 -6.12290 2.58494  0.11
H: 3.99745 -6.60476 0.17279  0.11
H: 2.53087 -5.50914 -1.47297  0.11
H: 0.78637 -3.88100 -0.68322  0.08
Cl: 2.69157 1.57785 -2.20953  0.07
Ge: 1.58702 -0.26843 -1.98355  -0.42
Cl: 3.24698 -1.65308 -1.64837  0.08
Cl: 0.95304 -0.74110 -4.04076  0.08
C: -4.64653 -4.04282 -4.72957  0.01
C: -3.45482 -3.61530 -3.94720  -0.25
C: -2.22592 -4.19812 -4.02620  0.04
C: -1.15014 -3.63051 -3.30922  -0.28
N: -1.32238 -2.59854 -2.49371  0.09
C: -2.54148 -2.06248 -2.37286  -0.76
S: -2.86700 -0.74921 -1.36238  0.66
N: -3.57965 -2.54956 -3.12050  0.11
C: 0.20636 -4.21917 -3.47123  -0.02
H: -4.46740 -5.00731 -5.19550  0.09
H: -4.85203 -3.31540 -5.51788  0.10
H: -5.53273 -4.10624 -4.09707  0.10
H: -2.06985 -5.06262 -4.65339  0.13
H: -4.46445 -2.06746 -3.04551  0.15
H: 0.31487 -4.65429 -4.46275  0.10
H: 0.33399 -5.01939 -2.73776  0.09
H: 0.97760 -3.46862 -3.30932  0.04

Highest occupied orbital energy (spin up / spin down) ... -9.355 / -10.544 eV
Charge ... +1
LUMO (spin up / spin down) ... -2.76 / -4.79 eV
DFT total energy ... -203855.7144 eV
2S+1 ... 6
⟨S²⟩ ... 8.770

***

2.
# C38H36ClHfN4O4P2S2

A molecular structure, C38H36ClHfN4O4P2S2 in a non-equilibrium geometry (the ωB97M-V functional and the def2-TZVPD basis, the Open Molecules 2025 dataset).

Last column: Löwdin charge in e.
Element x y z (Å)
Hf: -1.75046 0.70109 -0.68978  1.57
N: -4.19640 2.90957 2.03069  0.22
C: -3.49574 4.10386 1.75734  -0.15
C: -3.60047 5.41836 2.23496  0.02
C: -2.73550 6.33976 1.66855  -0.01
C: -1.84036 5.95338 0.61699  -0.02
C: -1.82442 4.65844 0.16181  -0.03
C: -2.59766 3.69656 0.76843  -0.20
N: -2.76324 2.29193 0.46640  0.03
C: -3.76933 1.91293 1.24467  -0.25
C: -4.36678 0.57015 1.03579  -0.30
C: -5.65534 0.13759 1.26797  -0.24
S: -5.79837 -1.47193 0.67396  1.19
C: -4.18608 -1.45606 0.10991  -0.40
N: -3.57473 -0.30843 0.36461  -0.12
H: -4.99735 2.90998 2.62385  0.18
H: -4.28485 5.53142 3.10090  0.14
H: -2.73838 7.36389 2.01564  0.12
H: -1.17241 6.65179 0.10344  0.13
H: -1.06032 4.41724 -0.57764  0.12
H: -6.46501 0.72309 1.67830  0.11
H: -3.73387 -2.29472 -0.40926  0.10
C: 7.27586 -1.33316 0.87213  -0.39
S: 5.56413 -0.91472 0.49452  0.79
C: 4.66107 -2.55862 0.11648  -0.39
C: 3.32761 -2.17537 -0.54649  -0.27
C: 2.26533 -1.75346 0.43858  -0.17
N: 1.12322 -1.02136 -0.28885  -0.41
P: 0.88614 0.59794 -0.17469  0.89
C: 2.33789 1.49904 -0.42499  -0.38
C: 3.11228 1.74456 0.69252  -0.10
C: 4.24457 2.55194 0.53917  -0.04
C: 4.56578 2.95586 -0.74315  -0.04
C: 3.88265 2.53088 -1.84633  -0.05
C: 2.72549 1.82643 -1.71755  -0.07
C: 0.14918 0.97845 1.46128  -0.39
C: -0.61215 0.02710 2.04205  -0.18
C: -1.38810 0.24108 3.18515  -0.02
C: -1.46596 1.56868 3.67437  -0.02
C: -0.63880 2.52910 3.10402  -0.04
C: 0.12404 2.27559 1.98795  -0.07
P: -0.38227 -1.61963 -0.79255  0.91
C: -0.78858 -3.03283 0.22292  -0.37
C: -0.20481 -4.24728 -0.14937  -0.05
C: -0.30033 -5.39454 0.68015  -0.02
C: -0.97169 -5.29661 1.86367  -0.03
C: -1.53827 -4.08019 2.24453  -0.03
C: -1.54865 -3.01933 1.38390  -0.14
C: -0.18552 -2.18974 -2.54448  -0.36
C: -1.24318 -2.93240 -3.14569  -0.10
C: -1.22740 -3.13892 -4.51568  -0.04
C: -0.16927 -2.64451 -5.34054  -0.01
C: 0.96407 -2.16563 -4.65823  -0.04
C: 0.84918 -1.74619 -3.33061  -0.11
H: 7.66533 -0.34738 1.15697  0.04
H: 7.69202 -1.68414 -0.02444  0.01
H: 7.39756 -2.04850 1.67763  0.05
H: 4.49126 -3.18694 0.98586  0.08
H: 5.37431 -3.06578 -0.50992  0.07
H: 2.93878 -2.99573 -1.11926  0.10
H: 3.45214 -1.30810 -1.21734  0.09
H: 2.58194 -1.06021 1.22155  0.11
H: 1.79367 -2.61069 0.94961  0.12
H: 2.78478 1.42832 1.67324  0.11
H: 4.86643 2.88634 1.35766  0.13
H: 5.51204 3.52939 -0.83354  0.14
H: 4.25892 2.74808 -2.81000  0.12
H: 2.19114 1.46095 -2.57781  0.11
H: -0.61562 -0.99437 1.63103  0.05
H: -1.99613 -0.51125 3.70734  0.13
H: -2.13840 1.84111 4.47309  0.12
H: -0.68322 3.52365 3.48728  0.12
H: 0.75403 3.05156 1.66465  0.11
H: 0.43639 -4.22082 -1.02595  0.11
H: -0.01348 -6.37489 0.31339  0.13
H: -1.02241 -6.17376 2.45634  0.12
H: -1.97874 -3.98278 3.20534  0.11
H: -2.12440 -2.13387 1.65219  0.07
H: -2.10877 -3.23088 -2.56871  0.10
H: -2.06636 -3.64305 -5.02451  0.13
H: -0.11353 -2.88613 -6.37598  0.11
H: 1.86874 -1.94992 -5.22089  0.12
H: 1.66318 -1.10252 -2.96148  0.10
O: -2.90111 -0.14894 -2.40185  -0.40
Cl: -2.36043 0.85403 -3.37494  0.74
O: -1.62528 0.21969 -4.33358  -0.15
O: -3.36552 1.71996 -3.78917  -0.15
O: -1.39574 1.57548 -2.47551  -0.43

Highest occupied orbital energy ... -14.312 eV
Charge ... +3
LUMO ... -9.31 eV
ΔE to the lowest compared entry with this formula, charge and spin ... 0.000 eV
DFT total energy ... -108188.6315 eV

***

Among the records above, which one has the lowest DFT total energy?
C38H36Cl3GeIrN2OP2S4

***

Which formula does entry 1 have?
C38H36Cl3GeIrN2OP2S4

***

Which of these has the highest charge?
C38H36ClHfN4O4P2S2

***

The highest DFT total energy belongs to which entry?
C38H36ClHfN4O4P2S2